No. 1
Below is a 13-piece molecular cluster, C52H91N13 overall at a distorted geometry, with properties calculated with ωB97M-V/def2-TZVPD.

Each atom is followed by the atoms it is bonded to, with distances in Å.
Positions of all 156 atoms, in Å:
1 C 1.993 3.057 -4.993  C2 1.526, H6 1.090, H7 1.090, H8 1.090
2 C 1.292 2.185 -3.956  C1 1.526, C3 1.483, H9 1.090, H10 1.090
3 C 0.761 2.960 -2.809  C2 1.483, C4 1.455, H11 1.090, H12 1.090
4 C -0.091 4.069 -3.211  C3 1.455, N5 1.173
5 N -0.786 4.966 -3.512  C4 1.173
6 H 1.496 3.992 -5.251  C1 1.090
7 H 2.444 2.501 -5.815  C1 1.090
8 H 2.947 3.296 -4.522  C1 1.090
9 H 2.023 1.492 -3.537  C2 1.090
10 H 0.494 1.644 -4.466  C2 1.090
11 H 1.538 3.494 -2.262  C3 1.090
12 H 0.246 2.273 -2.137  C3 1.090
13 C -2.920 2.137 -4.298  C14 1.549, H18 1.090, H19 1.090, H20 1.090
14 C -3.971 3.085 -3.669  C13 1.549, C15 1.547, H21 1.090, H22 1.090
15 C -4.591 2.591 -2.340  C14 1.547, C16 1.469, H23 1.090, H24 1.090
16 C -5.301 1.309 -2.433  C15 1.469, N17 1.130
17 N -5.831 0.313 -2.492  C16 1.130
18 H -2.037 2.033 -3.669  C13 1.090
19 H -2.612 2.550 -5.259  C13 1.090
20 H -3.340 1.137 -4.406  C13 1.090
21 H -4.815 3.156 -4.355  C14 1.090
22 H -3.586 4.095 -3.526  C14 1.090
23 H -5.346 3.288 -1.977  C15 1.090
24 H -3.785 2.444 -1.621  C15 1.090
25 C 4.053 2.052 -1.276  C26 1.516, H30 1.090, H31 1.090, H32 1.090
26 C 4.019 2.886 -0.011  C25 1.516, C27 1.540, H33 1.090, H34 1.090
27 C 3.815 2.113 1.306  C26 1.540, C28 1.465, H35 1.090, H36 1.090
28 C 5.083 1.448 1.617  C27 1.465, N29 1.178
29 N 6.127 0.973 1.884  C28 1.178
30 H 4.181 2.632 -2.190  C25 1.090
31 H 3.179 1.411 -1.393  C25 1.090
32 H 4.936 1.414 -1.307  C25 1.090
33 H 3.273 3.661 -0.182  C26 1.090
34 H 4.873 3.561 -0.067  C26 1.090
35 H 3.001 1.389 1.303  C27 1.090
36 H 3.660 2.914 2.029  C27 1.090
37 C 3.136 -0.791 -5.486  C38 1.523, H42 1.090, H43 1.090, H44 1.090
38 C 3.382 -1.538 -4.182  C37 1.523, C39 1.556, H45 1.090, H46 1.090
39 C 2.104 -2.219 -3.612  C38 1.556, C40 1.442, H47 1.090, H48 1.090
40 C 0.939 -1.386 -3.442  C39 1.442, N41 1.175
41 N -0.002 -0.707 -3.263  C40 1.175
42 H 3.126 -1.536 -6.281  C37 1.090
43 H 3.927 -0.091 -5.756  C37 1.090
44 H 2.212 -0.217 -5.414  C37 1.090
45 H 3.770 -0.816 -3.463  C38 1.090
46 H 4.180 -2.280 -4.223  C38 1.090
47 H 2.334 -2.701 -2.662  C39 1.090
48 H 1.769 -3.077 -4.194  C39 1.090
49 C -2.673 -2.136 3.880  C50 1.508, H54 1.090, H55 1.090, H56 1.090
50 C -1.952 -0.838 4.144  C49 1.508, C51 1.531, H57 1.090, H58 1.090
51 C -0.438 -1.037 4.262  C50 1.531, C52 1.473, H59 1.090, H60 1.090
52 C -0.001 -1.910 5.366  C51 1.473, N53 1.148
53 N 0.393 -2.642 6.159  C52 1.148
54 H -2.526 -2.892 4.651  C49 1.090
55 H -2.338 -2.640 2.974  C49 1.090
56 H -3.758 -2.051 3.817  C49 1.090
57 H -2.324 -0.309 5.021  C50 1.090
58 H -2.175 -0.214 3.278  C50 1.090
59 H 0.205 -0.158 4.307  C51 1.090
60 H -0.143 -1.503 3.322  C51 1.090
61 C 6.871 -1.268 -1.519  C62 1.495, H66 1.090, H67 1.090, H68 1.090
62 C 6.950 -2.308 -0.449  C61 1.495, C63 1.515, H69 1.090, H70 1.090
63 C 5.964 -2.201 0.697  C62 1.515, C64 1.511, H71 1.090, H72 1.090
64 C 4.582 -1.742 0.290  C63 1.511, N65 1.175
65 N 3.490 -1.454 -0.033  C64 1.175
66 H 6.670 -0.307 -1.044  C61 1.090
67 H 6.007 -1.372 -2.174  C61 1.090
68 H 7.798 -1.120 -2.073  C61 1.090
69 H 7.947 -2.351 -0.009  C62 1.090
70 H 6.834 -3.289 -0.910  C62 1.090
71 H 6.293 -1.457 1.422  C63 1.090
72 H 5.836 -3.135 1.243  C63 1.090
73 C -3.112 4.933 -0.379  C74 1.571, H78 1.090, H79 1.090, H80 1.090
74 C -2.395 3.855 0.511  C73 1.571, C75 1.505, H81 1.090, H82 1.090
75 C -1.302 4.435 1.368  C74 1.505, C76 1.486, H83 1.090, H84 1.090
76 C -0.050 4.667 0.603  C75 1.486, N77 1.161
77 N 0.913 4.848 -0.020  C76 1.161
78 H -3.365 5.769 0.273  C73 1.090
79 H -3.998 4.561 -0.893  C73 1.090
80 H -2.382 5.249 -1.124  C73 1.090
81 H -2.061 2.965 -0.023  C74 1.090
82 H -3.100 3.412 1.215  C74 1.090
83 H -1.071 3.823 2.241  C75 1.090
84 H -1.602 5.409 1.753  C75 1.090
85 C 2.229 3.372 6.755  C86 1.542, H90 1.090, H91 1.090, H92 1.090
86 C 1.648 4.180 5.578  C85 1.542, C87 1.521, H93 1.090, H94 1.090
87 C 0.725 3.381 4.669  C86 1.521, C88 1.438, H95 1.090, H96 1.090
88 C -0.313 2.651 5.345  C87 1.438, N89 1.162
89 N -1.158 2.086 5.909  C88 1.162
90 H 2.806 2.549 6.333  C85 1.090
91 H 1.447 3.035 7.436  C85 1.090
92 H 2.906 3.948 7.386  C85 1.090
93 H 2.428 4.578 4.929  C86 1.090
94 H 1.136 5.055 5.978  C86 1.090
95 H 1.315 2.551 4.282  C87 1.090
96 H 0.338 3.991 3.853  C87 1.090
97 C -0.046 -7.173 -0.112  C98 1.548, H102 1.090, H103 1.090, H104 1.090
98 C -1.076 -6.018 -0.161  C97 1.548, C99 1.566, H105 1.090, H106 1.090
99 C -0.604 -4.729 -0.915  C98 1.566, C100 1.464, H107 1.090, H108 1.090
100 C -0.126 -4.944 -2.282  C99 1.464, N101 1.169
101 N 0.296 -5.134 -3.355  C100 1.169
102 H 0.443 -7.291 -1.079  C97 1.090
103 H -0.457 -8.157 0.115  C97 1.090
104 H 0.757 -6.964 0.595  C97 1.090
105 H -1.290 -5.682 0.853  C98 1.090
106 H -1.961 -6.396 -0.672  C98 1.090
107 H 0.198 -4.232 -0.371  C99 1.090
108 H -1.435 -4.024 -0.953  C99 1.090
109 C 3.178 -1.112 3.203  C110 1.534, H114 1.090, H115 1.090, H116 1.090
110 C 3.841 -1.984 4.277  C109 1.534, C111 1.508, H117 1.090, H118 1.090
111 C 4.761 -1.259 5.227  C110 1.508, C112 1.521, H119 1.090, H120 1.090
112 C 4.076 -0.483 6.342  C111 1.521, N113 1.187
113 N 3.505 0.129 7.183  C112 1.187
114 H 2.554 -0.430 3.780  C109 1.090
115 H 2.599 -1.665 2.463  C109 1.090
116 H 3.998 -0.612 2.688  C109 1.090
117 H 4.380 -2.839 3.868  C110 1.090
118 H 3.051 -2.424 4.885  C110 1.090
119 H 5.293 -0.551 4.592  C111 1.090
120 H 5.422 -1.989 5.694  C111 1.090
121 C -2.766 -2.997 -4.470  C122 1.515, H126 1.090, H127 1.090, H128 1.090
122 C -3.403 -2.382 -3.240  C121 1.515, C123 1.508, H129 1.090, H130 1.090
123 C -4.759 -2.869 -2.794  C122 1.508, C124 1.432, H131 1.090, H132 1.090
124 C -5.713 -2.751 -3.856  C123 1.432, N125 1.146
125 N -6.478 -2.669 -4.705  C124 1.146
126 H -1.798 -2.581 -4.750  C121 1.090
127 H -3.345 -2.897 -5.387  C121 1.090
128 H -2.546 -4.058 -4.353  C121 1.090
129 H -3.424 -1.292 -3.254  C122 1.090
130 H -2.742 -2.564 -2.393  C122 1.090
131 H -5.106 -2.392 -1.877  C123 1.090
132 H -4.718 -3.931 -2.554  C123 1.090
133 C -2.093 -0.220 -0.136  C134 1.549, H138 1.090, H139 1.090, H140 1.090
134 C -0.926 -1.216 0.073  C133 1.549, C135 1.544, H141 1.090, H142 1.090
135 C 0.432 -0.526 0.328  C134 1.544, C136 1.453, H143 1.090, H144 1.090
136 C 0.451 0.541 1.314  C135 1.453, N137 1.145
137 N 0.483 1.382 2.089  C136 1.145
138 H -1.943 0.426 -1.000  C133 1.090
139 H -2.264 0.471 0.690  C133 1.090
140 H -3.052 -0.677 -0.380  C133 1.090
141 H -0.806 -1.894 -0.772  C134 1.090
142 H -1.132 -1.928 0.873  C134 1.090
143 H 0.759 -0.123 -0.630  C135 1.090
144 H 1.159 -1.295 0.590  C135 1.090
145 C -5.743 -1.110 1.208  C146 1.529, H150 1.090, H151 1.090, H152 1.090
146 C -7.237 -0.817 1.358  C145 1.529, C147 1.526, H153 1.090, H154 1.090
147 C -7.832 0.138 0.326  C146 1.526, C148 1.486, H155 1.090, H156 1.090
148 C -7.125 1.443 0.398  C147 1.486, N149 1.162
149 N -6.458 2.391 0.468  C148 1.162
150 H -5.469 -2.079 1.625  C145 1.090
151 H -5.195 -0.376 1.799  C145 1.090
152 H -5.464 -1.081 0.155  C145 1.090
153 H -7.502 -0.554 2.382  C146 1.090
154 H -7.844 -1.718 1.270  C146 1.090
155 H -8.875 0.288 0.603  C147 1.090
156 H -7.680 -0.249 -0.681  C147 1.090

Computed properties:
HOMO-LUMO gap (spin up / spin down) ... 2.1 / 11.2 eV
LUMO energy (spin up / spin down) ... 2.11 / 2.08 eV
Spin multiplicity ... 2
Charge ... -1
Calculated total energy ... -2747.6832 hartree


No. 2
Below is an isolated ion of composition C10H11N2O2 and charge +1 at a distorted geometry, with properties calculated with ωB97M-V/def2-TZVPD.

Each atom is followed by the atoms it is bonded to, with distances in Å.
Positions of all 25 atoms, in Å:
1 C 3.522 0.574 0.004  C2 1.362, C5 1.418, H15 1.150
2 C 3.320 1.916 0.124  C1 1.362, N11 1.326, H16 1.054
3 C 1.142 0.287 0.100  C4 1.445, C5 1.399, C7 1.497
4 C 0.957 1.720 0.138  C3 1.445, N11 1.366
5 C 2.394 -0.257 -0.210  C1 1.418, C3 1.399, N12 1.388
6 C -2.440 -0.066 -0.562  C8 1.438, O14 1.223
7 C -0.113 -0.526 0.033  C3 1.497, C9 1.493, O14 1.288
8 C -3.634 0.642 -0.187  C6 1.438, C10 1.483, O13 1.212
9 C -0.248 -1.878 0.651  C7 1.493, H17 1.070, H18 1.032, H19 1.105
10 C -4.938 -0.047 -0.040  C8 1.483, H20 1.083, H21 1.060, H22 1.107
11 N 2.109 2.454 0.134  C2 1.326, C4 1.366, H23 1.057
12 N 2.740 -1.578 -0.457  C5 1.388, H24 0.969, H25 1.085
13 O -3.416 1.834 -0.202  C8 1.212
14 O -1.257 -0.007 -0.256  C6 1.223, C7 1.288
15 H 4.584 0.161 -0.148  C1 1.150
16 H 4.039 2.681 0.210  C2 1.054
17 H 0.369 -2.639 0.224  C9 1.070
18 H -0.114 -1.864 1.675  C9 1.032
19 H -1.252 -2.170 0.295  C9 1.105
20 H -5.691 0.626 -0.431  C10 1.083
21 H -5.153 -0.259 0.976  C10 1.060
22 H -4.970 -1.013 -0.579  C10 1.107
23 H 2.135 3.510 0.106  N11 1.057
24 H 3.680 -1.810 -0.494  N12 0.969
25 H 2.237 -2.291 -1.103  N12 1.085

Computed properties:
HOMO-LUMO gap (spin up / spin down) ... 6.5 / 6.1 eV
LUMO energy (spin up / spin down) ... -5.05 / -5.85 eV
Spin multiplicity ... 3
Charge ... +1
Calculated total energy ... -647.1035 hartree


Short version: relative energy (zero: lowest compared OMol25 entry of this formula, charge and spin) = 0.0 116.9 kcal per mole, in the order given.